## 1
Molecular formula: C5H11NS
Method: DFT, wB97M-V/def2-TZVPD

Atoms and positions in Å:
C (-0.859, -0.125, 2.243)
C (-1.946, 1.497, 0.229)
C (1.669, -0.770, -1.546)
C (0.674, -1.717, -0.934)
C (0.239, -0.410, -1.405)
N (0.651, 1.548, 0.991)
S (-0.692, 0.497, 0.654)
H (-1.432, -1.057, 2.114)
H (-0.258, 0.184, 3.034)
H (-2.211, 1.549, -0.808)
H (-2.826, 1.300, 0.882)
H (2.285, -0.134, -1.032)
H (2.029, -0.916, -2.519)
H (0.440, -2.623, -1.518)
H (0.573, -2.103, 0.113)
H (-0.476, -0.154, -2.072)
H (1.542, 1.258, 1.293)
H (0.598, 2.176, 0.281)

Results
- LUMO (alpha / beta): -0.54 / -0.13 eV
- Net charge: 0
- 2S+1: 1
- Highest occupied orbital energy (alpha / beta): -7.58 / -7.65 eV


## 2
Molecular formula: C5H11NS
Method: DFT, wB97M-V/def2-TZVPD

Atoms and positions in Å:
C (0.600, 1.456, -0.385)
C (1.230, 0.303, 0.546)
C (0.049, -0.728, 0.508)
C (-1.220, -0.088, 1.042)
C (-0.600, -1.008, -0.781)
H (1.551, 2.006, -0.666)
H (-0.248, 1.962, 0.103)
H (0.317, 1.035, -1.433)
H (1.433, 0.576, 1.513)
H (2.561, -0.527, -1.198)
H (0.415, -1.574, 1.018)
H (-1.876, -0.922, 1.293)
H (-1.531, 0.772, 1.859)
H (-2.612, -0.021, -0.530)
H (-1.075, -1.981, -0.924)
H (-0.082, -0.928, -1.726)
N (-1.621, 0.085, -0.350)
S (2.709, -0.418, 0.112)

Results
- LUMO: 0.90 eV
- Net charge: 0
- 2S+1: 1
- Highest occupied orbital energy: -8.53 eV


Most stable of them? 2.


## 1
Molecular formula: C2H6NO2
Method: DFT, wB97M-V/def2-TZVPD

Atoms and positions in Å:
O (1.078, 1.217, -1.039)
C (1.934, 0.955, -0.158)
O (1.769, 0.569, 1.011)
H (2.999, 1.110, -0.492)
C (-1.139, -1.091, -0.062)
N (-1.423, 0.319, 0.201)
H (-0.149, -1.392, 0.285)
H (-1.202, -1.276, -1.135)
H (-1.897, -1.724, 0.415)
H (-1.327, 0.477, 1.197)
H (-0.644, 0.836, -0.224)

Results
- LUMO: 4.53 eV
- Net charge: -1
- 2S+1: 1
- Highest occupied orbital energy: -4.13 eV


## 2
Molecular formula: C2H6NO2
Method: DFT, wB97M-V/def2-TZVPD

Atoms and positions in Å:
C (-0.334, -2.101, 1.752)
O (-0.140, -0.728, 1.852)
H (-1.327, -2.242, 1.297)
H (-0.246, -2.764, 2.604)
H (0.356, -2.489, 0.996)
C (-0.034, 1.043, -1.589)
N (-0.183, 0.831, -0.283)
O (0.971, 1.402, -2.202)
H (-1.063, 0.967, -2.061)
H (-0.053, -0.102, 1.058)
H (-0.892, 1.352, 0.211)

Results
- LUMO: 4.15 eV
- Net charge: -1
- 2S+1: 1
- Highest occupied orbital energy: -3.23 eV


Most stable of them? 1.


## 1
Molecular formula: C3H3ClO
Method: DFT, wB97M-V/def2-TZVPD

Atoms and positions in Å:
C (-0.141, 0.870, 0.290)
C (0.874, -0.155, 0.183)
C (-0.679, -0.313, -0.470)
O (-0.317, 2.021, 0.464)
Cl (-1.786, -1.384, 0.534)
H (1.717, 0.076, -0.455)
H (1.148, -0.924, 0.924)
H (-0.816, -0.191, -1.469)

Results
- LUMO: 0.21 eV
- Net charge: 0
- 2S+1: 1
- Highest occupied orbital energy: -9.75 eV


## 2
Molecular formula: C3H3ClO
Method: DFT, wB97M-V/def2-TZVPD

Atoms and positions in Å:
C (-0.773, 0.100, 0.901)
C (-0.345, -0.310, -0.259)
C (0.914, 0.029, -0.885)
H (-1.783, -0.169, 1.342)
H (-0.954, -1.110, -0.730)
H (1.619, 0.766, -0.437)
O (1.239, -0.497, -1.929)
Cl (0.084, 1.192, 1.997)

Results
- LUMO: -0.12 eV
- Net charge: 0
- 2S+1: 1
- Highest occupied orbital energy: -10.21 eV


## 3
Molecular formula: C3H3ClO
Method: DFT, wB97M-V/def2-TZVPD

Atoms and positions in Å:
C (1.695, 0.374, 0.538)
C (-0.240, -1.127, -0.206)
C (0.753, -0.266, -0.101)
O (2.570, 1.133, 0.885)
Cl (-2.309, 1.483, -0.400)
H (-0.712, -1.507, 0.652)
H (-0.680, -1.319, -1.219)
H (-1.078, 1.229, -0.150)

Results
- LUMO: -1.16 eV
- Net charge: 0
- 2S+1: 1
- Highest occupied orbital energy: -9.43 eV


Most stable of them? 2.


## 1
Molecular formula: C4H4F2
Method: DFT, wB97M-V/def2-TZVPD

Atoms and positions in Å:
C (0.138, -0.136, -0.048)
C (0.331, -0.606, -1.250)
C (-0.267, 0.311, 1.074)
C (-1.464, 2.128, 0.901)
F (-2.021, 2.154, -0.270)
F (-0.493, 3.068, 0.984)
H (-0.047, -0.081, -2.126)
H (1.219, -1.323, -1.311)
H (-0.933, -0.222, 1.668)
H (0.423, 1.062, 1.669)

Results
- LUMO: 0.04 eV
- Net charge: 0
- 2S+1: 1
- Highest occupied orbital energy: -9.12 eV


## 2
Molecular formula: C4H4F2
Method: DFT, wB97M-V/def2-TZVPD

Atoms and positions in Å:
C (0.717, -0.117, -0.133)
C (-0.406, -0.447, 0.131)
C (2.110, 0.210, -0.289)
C (-2.128, -0.236, 0.372)
F (-2.859, -1.055, -0.322)
F (-2.416, 1.018, -0.021)
H (2.701, 0.169, 0.566)
H (2.301, -0.546, -1.069)
H (2.335, 1.268, -0.678)
H (-2.355, -0.264, 1.444)

Results
- LUMO: 0.94 eV
- Net charge: 0
- 2S+1: 1
- Highest occupied orbital energy: -10.09 eV


Most stable of them? 2.